A structure of composition C36H34AlO6 in a non-equilibrium geometry. Source: OMol25; level of theory: ωB97M-V/def2-TZVPD.

Calculated values
- Net charge: -1
- Spin multiplicity: 1
- HOMO-LUMO gap: 5.12 eV
- Total energy: -56766.345 eV

Positions of all 77 atoms, in Å:
C 5.561 -0.422 -2.060
C 5.413 -1.242 -3.433
C 4.869 -2.729 -3.172
O 5.302 -3.478 -2.277
O 3.791 -3.214 -3.981
C 2.662 -2.339 -3.609
C 1.234 -3.036 -3.715
Al -0.086 -1.759 -2.729
C -1.326 -2.726 -1.422
C -1.146 -0.629 -4.117
C -1.175 0.886 -3.509
H 4.566 -0.223 -1.547
H 6.063 0.575 -2.296
H 6.242 -0.986 -1.344
H 6.423 -1.303 -3.948
H 4.725 -0.636 -4.109
H 2.637 -1.350 -4.168
H 2.816 -2.092 -2.492
H 1.225 -4.087 -3.241
H 0.930 -3.207 -4.812
H 0.795 -0.715 -1.868
H -0.939 -3.738 -1.065
H -1.468 -2.047 -0.504
H -2.357 -2.802 -1.921
H -2.203 -1.067 -4.101
H -0.661 -0.654 -5.145
H -0.501 0.932 -2.580
H -2.243 1.043 -3.127
H -0.869 1.620 -4.319
C -6.906 3.178 0.180
C -6.007 2.258 -0.356
C -4.698 2.640 -0.624
C -4.286 3.947 -0.368
C -5.193 4.875 0.146
C -6.502 4.484 0.430
C -4.782 6.279 0.376
O -5.573 7.091 0.828
C -3.397 6.685 0.040
C -3.011 8.017 0.197
C -1.711 8.404 -0.104
C -0.788 7.462 -0.553
C -1.170 6.135 -0.716
C -2.478 5.746 -0.429
C -2.885 4.338 -0.640
O -2.082 3.515 -1.036
H -7.926 2.877 0.397
H -6.327 1.243 -0.562
H -4.000 1.918 -1.036
H -7.208 5.198 0.842
H -3.724 8.755 0.549
H -1.414 9.441 0.014
H 0.229 7.763 -0.781
H -0.448 5.407 -1.071
C 3.550 -3.473 0.495
C 4.602 -3.234 1.376
C 4.374 -3.223 2.748
C 3.089 -3.440 3.243
C 2.030 -3.656 2.359
C 2.265 -3.684 0.984
C 0.652 -3.839 2.870
O -0.273 -4.032 2.103
C 0.415 -3.776 4.332
C -0.886 -3.889 4.824
C -1.117 -3.844 6.194
C -0.050 -3.695 7.078
C 1.246 -3.576 6.591
C 1.480 -3.607 5.215
C 2.861 -3.444 4.705
O 3.795 -3.309 5.480
H 3.732 -3.490 -0.574
H 5.601 -3.057 0.993
H 5.199 -3.040 3.429
H 1.449 -3.864 0.292
H -1.720 -4.009 4.142
H -2.130 -3.927 6.575
H -0.230 -3.667 8.148
H 2.072 -3.456 7.283

Cartesian forces (eV/Å) of the 2 atoms listed first:
C 0.5033 -0.2064 -0.2311
C -0.4455 0.2047 0.5432

These are the Löwdin partial charges, in e, on atoms 1 to 4:
1. C -0.11
2. C -0.14
3. C -0.41
4. O 0.05